{
  "formula": "C5H15NO2",
  "method": "ωB97M-V/def2-TZVPD",
  "mol_weight_g_mol": 121.18,
  "homo_energy_ev": -7.5,
  "smiles": "CN1CCCC1.O.O",
  "e_above_lowest_kcal_mol": 30.5,
  "energy_ha": -404.7064,
  "largest_force_ev_per_a": 1.111,
  "symbols": ["C", "N", "C", "C", "C", "C", "H", "H", "H", "H", "H", "H", "H", "H", "H", "H", "H", "H", "H", "O", "H", "H", "O"],
  "coordinates": [[-0.6233, 1.2823, -0.2982], [0.2590, 0.2186, -0.7973], [-0.3367, -0.6332, -1.7935], [0.8693, -0.5098, 0.3019], [0.2705, 0.0035, 1.6029], [-0.4993, 1.2970, 1.2356], [-0.2572, 2.2340, -0.6727], [-1.6530, 1.0801, -0.6220], [-1.1447, -1.2572, -1.3859], [-0.7158, -0.0480, -2.6358], [0.4253, -1.2956, -2.2176], [0.7206, -1.6001, 0.2046], [1.9577, -0.4552, 0.2195], [-0.4711, -0.7051, 1.9741], [1.0152, 0.1914, 2.3745], [0.0173, 2.1919, 1.5846], [-1.4889, 1.2708, 1.7087], [4.0333, 1.5024, -1.3239], [4.3787, 1.4892, 0.1438], [3.6442, 1.3177, -0.4633], [-3.1933, -3.2535, 0.8554], [-4.2134, -2.7073, -0.1117], [-3.4297, -2.4470, 0.3875]],
  "forces_ev_per_angstrom": [[0.4, -0.4, 0.2], [-0.1, 0.2, 0.0], [0.2, -0.1, -0.4], [0.6, -0.9, -0.2], [-0.4, 0.4, 0.0], [-0.1, -0.3, 0.1], [-0.4, 0.2, -0.3], [0.1, 0.3, 0.0], [-0.2, 0.0, -0.1], [-0.1, 0.0, 0.2], [-0.1, 0.0, 0.1], [-0.5, 0.2, 0.0], [0.1, 0.6, 0.4], [0.2, -0.1, 0.1], [0.0, -0.1, 0.0], [0.0, 0.0, -0.1], [0.2, 0.2, -0.1], [-0.2, 0.0, -0.1], [-0.3, -0.1, 0.0], [0.5, 0.1, 0.2], [0.1, 0.0, 0.1], [0.1, 0.2, 0.0], [-0.2, -0.2, -0.1]],
  "nbo_charge": [-0.218, -0.449, -0.405, -0.225, -0.417, -0.411, 0.190, 0.179, 0.169, 0.194, 0.193, 0.174, 0.202, 0.202, 0.209, 0.202, 0.207, 0.468, 0.464, -0.929, 0.467, 0.468, -0.934]
}

=====

{
  "formula": "C58H52INO4S2SeTi",
  "method": "ωB97M-V/def2-TZVPD",
  "mol_weight_g_mol": 1144.92,
  "homo_energy_ev": -12.2,
  "energy_ha": -6941.6624,
  "total_charge": 2,
  "largest_force_ev_per_a": 2.009,
  "symbols": ["Ti", "C", "C", "C", "C", "C", "C", "C", "S", "O", "C", "C", "C", "C", "C", "C", "C", "C", "C", "C", "C", "C", "C", "C", "C", "C", "C", "C", "C", "C", "S", "O", "C", "C", "C", "C", "C", "C", "C", "H", "H", "H", "H", "H", "H", "H", "H", "H", "H", "H", "H", "H", "H", "H", "H", "H", "H", "H", "H", "H", "H", "H", "H", "H", "H", "I", "C", "H", "H", "C", "O", "C", "C", "C", "C", "C", "C", "N", "C", "C", "C", "C", "C", "C", "C", "O", "H", "H", "H", "H", "H", "H", "H", "H", "H", "H", "H", "H", "H", "C", "C", "C", "C", "C", "C", "Se", "C", "C", "C", "H", "H", "H", "H", "H", "H", "H", "H", "H", "H", "H"],
  "coordinates": [[-1.5448, 0.1895, -0.7029], [0.6523, -7.0913, 0.1228], [0.6901, -5.6207, 0.4096], [0.7273, -5.1397, 1.7156], [0.8453, -3.7829, 1.9751], [0.9298, -2.8948, 0.9139], [0.8616, -3.3469, -0.3963], [0.7410, -4.7009, -0.6417], [1.2089, -1.1514, 1.2276], [0.3242, -0.4642, 0.1967], [2.9005, -0.9893, 0.5922], [3.7450, -2.1003, 0.8185], [5.0475, -2.0675, 0.4279], [5.5839, -0.9127, -0.1812], [6.9403, -0.8632, -0.5744], [7.4664, 0.2641, -1.1358], [6.6524, 1.3969, -1.3241], [5.3372, 1.3795, -0.9538], [4.7570, 0.2257, -0.3692], [3.3831, 0.1853, 0.0436], [2.5929, 1.4405, -0.1557], [2.8778, 2.5883, 0.6409], [3.7809, 2.5385, 1.7290], [4.0718, 3.6664, 2.4432], [3.4587, 4.8935, 2.1240], [2.5625, 4.9693, 1.0959], [2.2489, 3.8248, 0.3295], [1.3291, 3.8919, -0.7441], [1.0329, 2.7819, -1.4755], [1.6856, 1.5695, -1.1758], [1.1982, 0.1263, -2.0935], [-0.3636, 0.2680, -2.1097], [1.5892, 0.6462, -3.7578], [0.9193, -0.0220, -4.7784], [1.1405, 0.3533, -6.0879], [2.0513, 1.3657, -6.4010], [2.2520, 1.7647, -7.8323], [2.7429, 1.9843, -5.3642], [2.5168, 1.6346, -4.0415], [0.2052, -7.6520, 0.9410], [1.6717, -7.4556, -0.0219], [0.1009, -7.2982, -0.7929], [0.6862, -5.8349, 2.5446], [0.8932, -3.4216, 2.9960], [0.9249, -2.6438, -1.2139], [0.7159, -5.0587, -1.6633], [3.3504, -2.9833, 1.2987], [5.6875, -2.9256, 0.5866], [7.5572, -1.7362, -0.4030], [8.5079, 0.2936, -1.4251], [7.0771, 2.2932, -1.7560], [4.7346, 2.2651, -1.0956], [4.2582, 1.5993, 1.9765], [4.7898, 3.6217, 3.2511], [3.7006, 5.7776, 2.6981], [2.0837, 5.9089, 0.8511], [0.8564, 4.8381, -0.9780], [0.3196, 2.8189, -2.2914], [0.2130, -0.8095, -4.5430], [0.5995, -0.1394, -6.8858], [1.3244, 2.1676, -8.2417], [2.5202, 0.8953, -8.4331], [3.0316, 2.5158, -7.9359], [3.4673, 2.7575, -5.5852], [3.0538, 2.1340, -3.2456], [-0.7037, 2.0540, 2.0562], [-1.8332, 2.0334, 0.2154], [-1.4949, 2.9031, -0.3434], [-2.8529, 2.2067, 0.5478], [-5.1691, -1.0558, 5.5090], [-3.8613, -1.3792, 5.0395], [-3.0798, -2.1494, 5.8196], [-3.4925, -2.8000, 6.9777], [-2.5875, -3.5293, 7.7320], [-1.2582, -3.6318, 7.3468], [-0.8361, -2.9933, 6.1958], [-1.7384, -2.2711, 5.4271], [-1.2638, -1.5313, 4.3031], [-1.7346, -1.4605, 3.0888], [-2.6495, -2.2768, 2.3913], [-3.2905, -3.4257, 2.9083], [-4.1272, -4.1747, 2.1272], [-4.3424, -3.8144, 0.7916], [-3.7095, -2.7218, 0.2421], [-2.8760, -1.9202, 1.0263], [-2.3160, -0.8390, 0.4978], [-5.5597, -0.3174, 4.8160], [-5.1327, -0.6287, 6.5124], [-5.8135, -1.9366, 5.5076], [-4.5205, -2.7243, 7.3014], [-2.9281, -4.0163, 8.6353], [-0.5554, -4.1924, 7.9462], [0.1997, -3.0541, 5.8828], [-0.5184, -0.8805, 4.5210], [-1.3104, -0.6568, 2.4985], [-3.1044, -3.7190, 3.9311], [-4.6276, -5.0369, 2.5449], [-5.0178, -4.4044, 0.1864], [-3.8621, -2.4477, -0.7937], [-3.0888, 6.3438, -2.6863], [-3.2420, 4.8505, -2.6361], [-4.0796, 4.2432, -1.7097], [-4.1958, 2.8611, -1.6103], [-5.1572, 2.2829, -0.6069], [-3.4294, 2.0653, -2.4727], [-3.4230, 0.1222, -2.2624], [-2.6704, 2.6507, -3.4949], [-1.9749, 1.8236, -4.5373], [-2.5730, 4.0357, -3.5424], [-3.2191, 6.7894, -1.7011], [-3.8413, 6.7783, -3.3475], [-2.1097, 6.6247, -3.0726], [-4.6690, 4.8667, -1.0463], [-6.1249, 2.1144, -1.0838], [-5.3131, 2.9710, 0.2236], [-4.8153, 1.3233, -0.2232], [-1.2213, 1.1880, -4.0815], [-1.4944, 2.4632, -5.2767], [-2.6908, 1.1755, -5.0453], [-1.9661, 4.4902, -4.3182]],
  "forces_ev_per_angstrom": [[-1.0, 1.2, 0.6], [0.0, 0.0, 0.0], [0.0, 0.1, 0.0], [0.0, 0.0, 0.0], [0.0, 0.2, 0.1], [0.1, 0.2, 0.2], [0.0, 0.0, -0.1], [0.0, 0.1, 0.1], [0.0, -0.4, -0.3], [-0.1, -0.1, 0.1], [0.0, 0.2, 0.1], [0.0, -0.1, 0.0], [0.0, 0.1, 0.1], [-0.1, 0.1, 0.0], [0.1, 0.0, 0.0], [0.0, -0.2, 0.1], [-0.1, 0.1, 0.0], [0.0, 0.1, -0.1], [0.0, -0.2, 0.0], [-0.1, -0.2, 0.1], [-0.1, -0.1, 0.0], [-0.1, 0.2, 0.0], [0.1, 0.0, 0.0], [0.0, -0.1, 0.0], [-0.1, 0.1, -0.1], [0.0, 0.0, 0.1], [0.1, -0.2, 0.0], [-0.1, -0.1, -0.1], [-0.1, 0.1, -0.1], [0.1, -0.2, 0.1], [0.7, 0.7, -0.7], [1.4, 0.0, -1.4], [-0.2, -0.1, 0.1], [0.0, -0.1, 0.0], [0.1, 0.0, 0.1], [0.0, 0.0, 0.0], [0.0, 0.0, 0.0], [0.0, 0.0, 0.0], [0.0, 0.0, 0.1], [0.0, 0.0, 0.0], [0.0, -0.1, 0.0], [0.0, 0.0, 0.0], [0.0, 0.0, 0.0], [0.0, 0.0, 0.0], [0.0, 0.0, -0.1], [0.0, 0.0, 0.0], [0.0, -0.1, 0.0], [0.0, 0.0, 0.0], [0.0, 0.0, 0.0], [0.0, 0.0, 0.0], [0.0, 0.0, 0.0], [0.0, 0.0, 0.0], [0.0, 0.0, 0.0], [0.0, 0.0, 0.0], [0.0, 0.0, 0.0], [0.0, 0.0, 0.0], [0.0, 0.0, 0.0], [0.0, 0.0, 0.0], [0.0, 0.0, -0.1], [0.0, 0.0, 0.0], [0.0, 0.0, 0.0], [0.0, 0.0, 0.0], [0.0, 0.0, 0.0], [0.0, 0.0, 0.0], [0.0, 0.0, 0.0], [0.0, 0.2, 0.0], [0.2, 0.1, 0.2], [0.1, 0.0, -0.1], [0.0, -0.2, -0.1], [-0.1, 0.0, 0.0], [0.0, 0.0, 0.0], [0.2, 0.1, 0.1], [-0.1, 0.0, 0.0], [0.1, 0.0, -0.1], [0.0, 0.0, 0.1], [0.0, 0.0, -0.1], [-0.1, -0.2, 0.3], [-0.1, 0.1, -0.1], [0.2, 0.1, 0.0], [-0.3, 0.0, -0.4], [0.1, 0.1, 0.0], [-0.1, -0.1, 0.0], [0.1, 0.0, 0.1], [0.1, 0.2, -0.1], [-0.3, -0.5, 0.4], [-0.7, -1.4, 1.2], [0.0, 0.0, 0.0], [0.0, 0.0, 0.0], [0.0, 0.0, 0.0], [0.0, 0.0, 0.0], [0.0, 0.0, 0.0], [0.0, 0.0, 0.0], [0.0, 0.0, 0.0], [-0.1, 0.1, -0.1], [0.2, 0.0, 0.1], [0.0, 0.0, 0.0], [0.0, 0.0, 0.0], [0.0, 0.0, -0.1], [-0.1, 0.0, 0.0], [-0.1, 0.0, -0.1], [0.1, -0.1, 0.0], [0.0, 0.0, 0.0], [0.0, -0.1, 0.0], [0.0, 0.1, 0.0], [0.1, -0.1, 0.0], [-0.2, 0.2, 0.1], [0.1, -0.1, 0.0], [0.0, 0.1, 0.1], [0.0, 0.0, 0.0], [0.0, 0.0, 0.0], [0.0, 0.0, 0.0], [0.0, 0.0, 0.0], [0.0, 0.0, 0.1], [0.0, 0.0, 0.0], [0.0, 0.0, 0.0], [0.0, 0.0, 0.0], [0.0, -0.1, -0.1], [0.0, 0.0, 0.0], [0.0, 0.0, 0.0], [0.0, 0.0, 0.0]],
  "nbo_charge": [1.674, -0.644, 0.055, -0.231, -0.138, -0.310, -0.186, -0.191, 1.300, -1.041, -0.270, -0.231, -0.133, -0.056, -0.166, -0.182, -0.168, -0.200, -0.068, 0.057, -0.015, 0.015, -0.208, -0.186, -0.177, -0.174, -0.059, -0.151, -0.231, -0.249, 1.283, -0.990, -0.211, -0.199, -0.203, 0.055, -0.643, -0.212, -0.199, 0.231, 0.243, 0.233, 0.231, 0.214, 0.226, 0.231, 0.234, 0.233, 0.226, 0.235, 0.230, 0.218, 0.221, 0.232, 0.235, 0.227, 0.235, 0.250, 0.231, 0.232, 0.237, 0.238, 0.228, 0.230, 0.231, 0.131, -0.986, 0.241, 0.246, -0.259, -0.516, 0.379, -0.298, -0.150, -0.226, -0.178, -0.015, -0.461, 0.248, -0.186, -0.124, -0.231, -0.100, -0.271, 0.396, -0.789, 0.215, 0.195, 0.190, 0.239, 0.238, 0.238, 0.221, 0.426, 0.248, 0.230, 0.237, 0.239, 0.245, -0.635, 0.022, -0.226, -0.010, -0.648, -0.219, -0.072, 0.080, -0.645, -0.258, 0.223, 0.238, 0.219, 0.217, 0.244, 0.222, 0.222, 0.216, 0.217, 0.232, 0.213]
}